(1)
40
Properties=species:S:1:pos:R:3:forces:R:3 method="wB97M-V/def2-TZVPD" e_above_lowest_ev=0.2071 lumo_energy_ev=0.2 homo_energy_ev=-8.11 smiles=CCNc1ccc2nnc([C@@H](C)c3c[nH]c4ncccc34)n2n1 molar_mass_g_mol=307.36 e_tot_ev=-27297.5703 total_charge=0
H -0.32237 -1.85424 2.40331 0.8 -0.7 0.2
H 3.45410 -2.70586 2.64272 -0.3 0.2 0.1
N 4.13046 1.56310 1.05440 0.3 0.6 -1.1
N 1.20265 -0.23647 1.74333 0.5 -0.6 -0.1
C 1.63396 -1.39864 2.19119 0.1 0.2 0.1
H 0.51886 3.82333 2.12569 0.1 0.0 -0.1
H -0.12931 1.88477 0.89182 0.3 -0.3 -0.1
C 3.50481 0.48876 1.42985 0.6 -1.3 1.3
C 1.99288 1.87896 0.73127 -0.1 -0.7 1.1
C 0.79434 -3.67924 2.90074 -1.3 0.4 -0.4
H -0.28277 -5.06133 4.17793 0.2 0.4 0.1
H -2.22261 2.19236 0.05002 -0.3 0.0 0.0
C -0.91362 2.34749 -1.63261 1.3 0.6 1.9
C 0.42398 2.50537 -1.06110 -0.4 -0.7 -0.3
C 1.31327 2.53766 -2.10568 -1.3 -0.2 0.8
C -3.00908 2.34729 -3.27948 -0.1 -0.3 -0.7
H 2.39159 2.60862 -2.05009 -0.2 0.0 -0.3
H 1.82552 -3.99303 3.10452 -0.3 0.7 0.3
C -0.17469 -3.97300 4.02541 0.0 -0.9 1.1
N 0.61012 -2.25681 2.58261 1.7 0.7 -0.4
H 0.99767 2.47976 -4.23229 -0.8 -0.1 1.5
H -4.24181 2.12620 -1.50086 0.0 0.3 -0.3
C -0.77022 2.37068 -3.00484 -0.5 -0.3 -0.9
H 5.08734 -0.89009 2.01741 -0.4 -0.1 0.0
H 0.50808 -4.29238 2.04386 0.0 0.0 -0.2
N 2.17006 0.64260 1.34451 -1.1 0.6 -0.7
C 0.65711 2.48219 0.42384 0.3 0.7 -0.2
C -3.24862 2.28317 -1.90992 0.6 -0.5 1.4
N -1.80230 2.34640 -3.86067 0.1 0.3 0.2
H -3.88955 2.35308 -3.94187 0.6 0.0 0.1
H 1.30786 4.59665 0.71920 -0.8 -0.7 0.1
N 0.58058 2.40658 -3.27728 0.9 0.4 -2.1
N 3.17341 2.42172 0.56718 0.1 -0.1 0.3
H 0.12225 -3.50922 4.98366 0.0 -0.2 -0.5
C -2.16000 2.25433 -1.02729 -0.2 0.2 -1.3
C 4.00425 -0.76726 1.95637 -0.9 -0.2 0.1
H -1.18625 -3.61372 3.82453 0.1 0.1 -0.3
H -0.47623 4.29530 0.76167 -0.1 0.2 -0.2
C 0.49219 3.89304 1.03085 1.0 0.2 0.3
C 3.09916 -1.73103 2.32316 -0.4 1.2 -0.7



(2)
43
Properties=species:S:1:pos:R:3:forces:R:3 method="wB97M-V/def2-TZVPD" e_above_lowest_ev=0.0745 lumo_energy_ev=0.3 homo_energy_ev=-8.85 smiles="C=CCn1c(SCC(=O)Nc2nnc(CC)s2)nnc1-c1cccnc1" molar_mass_g_mol=387.49 e_tot_ev=-51015.8973 total_charge=0
H 3.91150 -3.19442 0.84707 -0.1 -0.1 0.0
H 3.96009 3.88149 0.14669 0.1 0.2 0.1
C 3.38459 2.97749 0.05437 0.1 0.1 -0.1
C 2.87875 2.36981 1.11044 -0.2 -0.2 0.1
H 3.25383 2.60270 -0.94818 -0.1 -0.1 -0.2
N 2.13616 -0.66646 -2.02580 0.9 -0.4 0.0
C 1.90892 -2.55205 0.36905 0.1 -0.5 -0.3
C -0.37649 1.53815 -0.85108 -0.4 0.4 0.1
H 3.02848 2.76372 2.10601 0.1 0.1 0.1
H 1.09603 1.26170 1.55403 0.1 -0.1 0.0
C -0.38019 2.73436 -0.13681 -0.1 -0.2 -0.2
N -2.75164 1.65679 -1.09629 -0.4 -0.1 -0.2
N 1.86181 0.58007 -0.23436 -0.3 -0.3 -0.7
H -3.91616 -2.18904 2.18360 0.0 -0.1 0.1
H -3.16211 -0.59340 2.14505 0.0 0.1 0.1
H -4.91157 -0.74706 1.96661 0.0 0.1 0.1
C -2.52141 -1.94635 -0.18768 0.7 0.2 0.5
H -1.63249 0.16205 -1.93049 0.1 -0.1 0.0
C 2.07334 1.10248 1.08511 0.1 0.2 0.5
C -1.59180 3.36369 0.09618 0.0 0.0 0.0
H -1.63312 4.29317 0.64230 0.0 0.1 0.0
C -3.79984 -1.31290 0.20948 -0.3 0.2 0.1
H -3.72135 3.21740 -0.21092 0.0 0.1 0.1
H 3.52380 -3.28239 -0.90416 0.0 0.0 0.1
H 0.54259 3.18086 0.20439 0.1 0.0 0.0
H 2.59523 0.33228 1.66675 -0.2 0.1 -0.1
C 3.36770 -2.73542 0.02321 0.2 0.5 0.0
C -3.95678 -1.20489 1.72213 -0.1 0.0 -0.2
S 4.07454 -1.04289 -0.14957 0.0 -0.2 -0.1
H 1.36075 -3.38667 -1.45692 0.1 0.1 0.1
C -1.60076 1.06359 -1.33436 0.4 -0.1 0.0
C -0.30374 -2.69992 -0.54116 -0.7 0.6 0.8
H -3.83486 -0.31244 -0.23657 -0.1 -0.1 0.0
N 0.98555 -0.00870 -2.15614 -1.0 0.5 -0.3
N 1.03975 -2.97710 -0.58980 0.2 -0.4 0.0
N -1.13907 -3.12708 -1.42398 1.6 -0.6 -0.4
O 1.53224 -2.00982 1.38594 0.1 0.1 0.3
C -2.75002 2.77490 -0.38694 0.1 0.3 0.2
S -1.01350 -1.69141 0.69759 -0.5 -0.5 -0.7
C 2.65778 -0.32109 -0.87970 0.6 0.1 0.1
H -4.61073 -1.89913 -0.22596 0.1 0.0 0.0
N -2.37751 -2.70226 -1.21370 -1.6 0.2 -0.2
C 0.81169 0.74615 -1.09540 0.4 -0.2 0.0



(3)
55
Properties=species:S:1:pos:R:3:forces:R:3 method="wB97M-V/def2-TZVPD" e_above_lowest_ev=0.1780 s2=0.77 lumo_energy_ev="-10.8 / -11.9" homo_energy_ev="-17.39 / -17.33" spin_multiplicity=2 molar_mass_g_mol=925.04 e_tot_ev=-115976.4547 total_charge=+3
F 1.61261 -0.22493 -2.79711 0.1 0.0 -0.1
H 1.40381 3.34521 2.10403 0.0 0.0 0.0
C -0.07112 0.27388 2.74611 0.0 0.2 0.1
C 2.27294 -3.77940 -1.19837 0.0 0.0 0.1
O -0.47858 0.86711 -2.72898 -0.1 -0.1 0.0
C 2.48344 -1.51017 0.47997 0.0 0.0 0.1
H -2.67054 -1.38303 -4.17328 0.0 0.0 0.0
C -2.77767 -0.50909 -3.52206 0.0 0.0 0.0
H -2.42461 0.36940 -4.05043 0.0 0.0 0.0
N 0.33757 1.36587 0.69972 0.1 -0.1 0.0
C -0.66877 4.97067 0.80577 0.0 0.0 0.0
N -0.29437 -0.75902 2.00040 0.0 -0.2 0.1
C 0.36830 1.47370 1.99456 0.1 -0.1 0.0
B -1.00288 -3.12888 1.74274 0.0 0.1 -0.1
H 1.80179 4.61953 -2.42316 0.0 0.0 -0.1
Cl 2.17496 -5.10352 -2.25820 0.0 0.0 0.0
H 0.77382 -0.05913 4.66598 0.0 0.0 0.0
O -2.04387 -2.76976 0.67343 0.1 0.0 -0.1
Cl 4.40862 -4.96699 -0.12600 0.0 0.0 0.0
H -3.71701 -3.02311 -2.52977 0.0 0.0 0.0
Ir -0.33941 -0.49983 0.01221 0.0 0.3 -0.4
F 1.36312 1.94153 -3.52113 0.0 -0.1 0.0
H -1.33591 4.40660 1.45349 0.0 0.0 0.0
H 1.27004 5.94007 -1.32947 0.0 0.0 0.0
H -3.76789 -3.40587 -0.79423 0.0 0.0 0.0
F 0.15708 -3.53172 1.11828 0.1 0.0 0.0
B 0.86779 0.81873 -3.05206 0.1 0.4 0.1
H -4.59853 -1.97552 -1.42115 0.0 0.0 0.0
Te -0.19887 3.81383 -0.88183 0.2 -0.3 0.2
C 0.88571 2.64043 2.74330 0.0 0.0 0.1
H 0.07220 3.13695 3.28032 0.0 0.0 0.0
C -0.18464 0.23523 4.22754 0.0 0.0 0.0
C 1.52582 4.88244 -1.40772 -0.1 0.0 -0.1
O -0.69048 -1.86272 2.58832 0.0 0.0 0.0
H -3.84261 -0.41500 -3.30534 0.0 0.0 0.0
F -1.58083 -3.98452 2.57492 0.0 0.0 0.0
Cl 0.23307 -2.83354 -2.51014 0.0 -0.2 0.0
H -1.20945 5.83803 0.41542 0.0 0.0 0.0
C -2.47516 -1.80605 -1.31350 0.0 0.0 -0.1
C 3.44270 -2.54176 0.54192 0.0 -0.1 -0.1
N -1.67822 -1.95746 -0.30263 0.0 -0.1 0.3
H 0.23842 5.28666 1.31609 0.0 0.0 0.0
C -3.70969 -2.60265 -1.52249 0.0 0.0 0.0
H -0.46566 1.20289 4.63708 0.0 0.0 0.0
C -2.02715 -0.75878 -2.27297 0.0 0.0 0.0
O 0.93458 2.40438 -0.02030 -0.2 0.2 -0.1
H 2.30468 4.61813 -0.69305 0.0 0.0 0.0
N -0.93972 -0.15655 -1.91394 -0.1 0.0 0.0
C 1.34528 -2.74067 -1.23826 -0.1 -0.1 0.0
Cl 4.75327 -2.44504 1.57154 0.0 0.0 0.0
C 3.30537 -3.72530 -0.26734 0.0 0.0 0.0
H 1.57407 2.28068 3.51179 0.0 0.0 0.0
C 1.32355 -1.64001 -0.27795 0.0 0.1 0.0
H -0.92047 -0.50943 4.52335 0.0 0.0 0.0
Cl 2.87954 -0.12248 1.42458 -0.2 0.1 0.0



(4)
45
Properties=species:S:1:pos:R:3:forces:R:3 method="wB97M-V/def2-TZVPD" e_above_lowest_ev=3.5160 s2=3.82 lumo_energy_ev="-0.5 / -0.4" homo_energy_ev="-6.53 / -7.32" spin_multiplicity=4 molar_mass_g_mol=406.92 e_tot_ev=-68895.0864 total_charge=0
N 1.07467 2.95551 0.35023 -0.9 -1.4 1.4
C -1.07143 -2.95878 2.15957 -0.8 -0.9 -0.7
H -2.89052 0.06788 -0.60535 -0.3 0.1 -0.1
H 1.72762 4.87518 0.97481 0.0 -1.0 0.3
C -1.36881 -5.26949 2.65191 0.1 0.4 0.7
C -2.54625 1.04287 -0.91642 1.4 1.6 0.0
C 1.78140 -1.58609 0.01445 1.0 -1.8 0.9
C 1.59526 3.81221 1.25377 0.3 0.1 0.3
H 0.14273 -4.00315 3.58345 -0.2 -0.1 -0.3
C 2.12088 2.73687 -3.20502 -0.2 0.1 0.4
C -2.13700 3.13489 -1.62928 -0.1 -1.0 0.2
H -3.67949 -4.22367 0.38730 0.0 0.0 -0.2
N -0.96826 2.58261 -1.21536 -1.0 -1.1 1.3
H -2.95403 -6.23505 1.63556 -0.2 0.1 -0.2
C 2.64599 1.61641 -3.78604 0.8 -0.2 -1.1
H 1.47675 0.90227 2.82465 0.0 -0.2 0.3
H 0.74450 -2.56413 -0.09532 -0.7 1.5 -0.1
H 2.13993 -2.61656 -0.03484 1.5 0.2 0.1
C 1.46896 1.78289 2.21719 -0.8 2.6 -2.2
N 1.39967 2.34685 -2.14086 -0.6 -1.6 0.7
C -0.71426 -4.06558 2.91087 0.0 0.0 0.1
H -1.02516 -6.16347 3.17303 -0.3 0.1 -0.2
C -2.44395 -5.29125 1.77492 -0.3 -0.1 0.5
H -2.13614 4.16160 -1.99505 -0.1 -0.5 0.0
H 2.20519 3.76983 -3.45194 0.1 0.4 -0.2
O -1.89174 -2.11075 0.20029 1.6 0.5 -0.5
H 0.49081 4.28641 -1.37183 0.0 0.3 0.0
H 2.30802 3.49510 3.39215 -0.1 0.2 -0.4
C -2.13333 -2.98839 1.20938 2.0 -1.5 0.9
N 0.90636 1.72126 0.95987 3.7 2.5 2.4
C -2.86710 -4.15132 1.09397 -0.4 -0.4 -0.1
C -3.17536 2.17759 -1.47032 0.9 0.2 0.0
O -0.20571 -1.95995 1.88192 0.3 0.0 -0.5
C 1.88008 3.13752 2.46203 -0.5 -1.3 -1.0
N -1.22913 1.31822 -0.71032 -3.7 2.5 -3.4
Co -0.19136 0.40691 0.39543 0.5 -4.9 0.4
B -0.42904 -1.76524 0.43237 -0.3 3.6 1.0
B 0.48553 3.13136 -1.09179 0.7 -0.1 -1.1
C 2.21797 0.53090 -3.05481 -1.3 -0.1 1.7
H 3.25349 1.50156 -4.64602 0.5 0.4 -0.6
H 2.42733 -0.96705 -0.68697 -2.2 -0.5 0.1
H 2.37152 -0.55504 -3.13179 0.1 0.8 -0.3
H 1.98519 -1.24495 1.06151 -0.9 -0.4 -1.0
N 1.44038 0.96935 -2.05600 -0.1 0.6 0.5
H -4.23217 2.25587 -1.70531 0.4 0.2 0.0



(5)
58
Properties=species:S:1:pos:R:3:forces:R:3 method="wB97M-V/def2-TZVPD" lumo_energy_ev=-1.4 homo_energy_ev=-9.03 molar_mass_g_mol=1571.85 e_tot_ev=-1099917.7673 total_charge=0
Br -5.15444 -4.70591 -3.50608 0.2 0.2 0.3
C 1.42269 1.68364 1.96612 -1.4 0.1 -0.2
H 5.24198 2.95070 2.62098 -0.5 -0.2 -1.2
Br -0.64470 -2.97861 -3.26983 0.1 0.1 0.3
H 4.61987 2.20506 5.86139 -1.4 -1.5 -0.1
C 2.02288 -0.14324 5.46411 5.1 3.5 -0.4
C 2.79360 -1.31940 3.17328 -1.4 -0.7 0.1
C 0.34200 4.14675 3.95561 -2.3 0.0 1.3
H 2.07005 0.91980 -0.07383 -0.2 -1.0 1.4
H 0.32398 1.48492 2.29127 1.9 0.3 -0.4
H -3.48634 -3.06974 -2.65500 -0.2 -0.1 0.2
C -1.24299 -4.06373 -7.44412 0.0 -0.1 -0.1
Br -1.65973 -5.62193 -6.36555 0.1 0.3 -0.2
S 2.32904 -2.92973 3.27970 0.8 2.8 0.2
N 2.66871 0.93078 6.16658 -0.2 -1.7 -2.1
Br 0.63772 -3.99321 -7.91519 -0.4 0.0 0.2
H -1.80141 -4.16144 -8.37461 0.2 0.0 0.3
Br -4.01289 1.02110 -3.12794 0.2 0.0 0.4
C 1.78717 0.47272 0.94300 -1.0 0.8 1.1
C 1.82142 5.70211 1.34124 -0.2 3.3 -1.3
H 2.03849 1.67888 2.93049 -0.6 0.0 -1.6
S 3.21234 -0.58944 1.48911 -0.2 -0.3 0.7
H -3.43691 -0.02461 -0.94514 0.0 0.2 -0.1
B 3.84506 4.16454 1.88372 1.9 0.5 -0.3
Br -4.34280 2.14647 -0.13548 0.2 -0.2 -0.3
C 2.21624 4.27790 2.02376 -1.0 1.3 -1.2
H 4.92514 0.51390 3.51124 -1.8 -0.6 1.0
C -3.32129 0.99443 -1.31550 -0.1 -0.1 0.1
H 2.55194 3.72814 4.23463 -1.4 0.7 -1.0
H 0.31725 3.50170 1.08064 1.6 -0.6 0.4
H -8.18173 -5.52027 -7.75296 0.2 0.0 0.3
H 1.86447 3.04585 0.18617 -0.7 0.2 1.6
H 2.12917 5.49085 3.91917 -0.6 -1.8 -0.5
H 0.86548 -0.20522 0.84706 1.6 1.1 -0.1
O 4.59524 5.41724 1.75882 -0.9 -2.4 2.0
Br 1.95825 -2.60336 -1.41854 -0.5 0.0 0.0
Br -8.23794 -3.78858 -5.96793 0.2 -0.3 -0.1
Br -3.50161 -4.66984 -0.75076 -0.2 0.1 -0.3
H 1.06379 -0.72003 5.66924 1.7 1.1 -0.3
Br -8.05477 -6.98975 -5.74950 0.1 0.3 -0.2
Br -1.83588 -2.42239 -6.59620 0.1 -0.3 -0.1
C -7.63304 -5.42510 -6.81652 -0.1 0.0 -0.1
C 1.39692 3.13415 1.24004 0.2 -0.1 -0.2
Br -5.74744 -5.34851 -7.26842 -0.3 0.0 0.2
N 2.89174 -0.38152 4.31552 1.5 0.1 -1.2
N -0.78860 4.02552 4.34533 5.4 0.5 -2.0
Br -0.95408 -1.85457 -0.27887 0.2 -0.5 -0.2
C 1.87561 4.40593 3.59345 -0.7 0.5 0.6
Br -1.42590 1.40619 -1.26253 -0.4 0.3 -0.1
Br -5.50793 -2.25890 -1.45155 0.2 -0.3 -0.1
C 3.91602 1.37101 5.53430 -2.3 -4.8 -3.7
O 4.55861 2.89806 1.90412 -1.1 2.4 1.5
C 4.08355 0.46596 4.27555 -2.1 2.8 4.8
H -0.05596 -4.02660 -1.09088 0.0 0.3 -0.1
C -4.29926 -3.60177 -2.16036 0.1 0.0 -0.1
H 5.25386 5.44948 2.50264 -0.5 0.1 -1.4
N 1.62642 6.79228 0.84717 0.9 -6.0 2.7
C 0.06096 -3.00866 -1.46215 0.1 -0.2 0.0



(6)
42
Properties=species:S:1:pos:R:3:forces:R:3 method="wB97M-V/def2-TZVPD" e_above_lowest_ev=0.0000 s2=6.03 lumo_energy_ev="-6.1 / -9.7" homo_energy_ev="-14.47 / -15.89" spin_multiplicity=5 molar_mass_g_mol=609.75 e_tot_ev=-236265.7498 total_charge=+2
H -6.58411 5.32438 -0.23629 0.0 0.0 0.0
H 1.45420 -0.22801 2.51354 0.2 0.0 0.0
H -4.12967 7.48143 -2.08166 0.0 0.0 0.0
Br 0.06945 -2.72449 -1.37859 -0.1 0.1 0.0
C -3.97991 4.50797 -0.40857 0.0 0.0 0.0
H -5.61166 5.84740 -3.13500 0.0 0.0 0.0
C -2.83491 4.02470 1.74884 0.0 -0.1 0.1
H -2.77400 6.35428 -2.04976 0.0 0.0 0.0
C -3.63948 6.70946 -1.48830 0.0 0.1 0.0
O -2.22002 1.65696 1.90700 0.0 0.1 0.1
Rh -0.30578 -0.49460 0.43578 0.4 -0.2 -0.1
B -2.37679 0.57157 1.01489 0.0 -0.3 0.3
C -3.45538 4.89146 0.89223 -0.1 0.0 -0.1
C -0.26011 1.22940 -3.70414 0.0 0.0 0.0
C -3.25601 2.31388 0.01356 0.1 -0.1 0.1
H -3.29030 7.18708 -0.57306 0.0 0.0 0.0
Br 1.04069 1.87950 1.18894 0.0 0.2 0.0
H -0.56616 2.01219 -1.72119 0.0 0.0 0.0
H -5.57033 6.57089 0.51039 0.0 0.0 0.0
C 0.08414 -1.14342 -3.77087 0.0 0.0 0.0
C 1.51486 0.06140 1.47219 -0.4 -0.1 -0.2
C -4.65078 5.57073 -1.23701 0.0 0.0 0.0
C -0.39603 1.13838 -2.33612 0.0 0.1 0.1
H -0.33384 2.19269 -4.18749 0.0 0.0 0.0
C -0.01776 0.07009 -4.43372 0.0 0.1 0.1
H -2.45729 4.31516 2.71900 0.0 0.0 0.0
H 0.27589 -2.06787 -4.29577 0.0 0.0 0.0
N -0.30235 -0.03123 -1.68513 -0.1 -0.1 0.0
Br -2.43336 -1.25003 1.67484 0.0 0.1 -0.1
H -4.32049 4.65996 -3.19373 0.0 0.0 0.0
H -3.58244 5.92489 1.18041 0.0 0.0 0.1
C -2.73972 2.71356 1.29413 -0.1 0.0 -0.1
H 0.09754 0.10841 -5.50863 0.0 0.0 0.0
C -3.86419 3.18039 -0.84696 0.0 0.1 0.0
C -5.14237 5.03614 -2.58085 0.0 0.0 0.0
H 2.37319 -0.23635 0.88382 0.1 0.0 0.1
H -6.34693 6.88164 -1.03044 0.0 0.0 0.0
O -3.02909 0.98962 -0.14085 -0.2 0.2 -0.3
C -5.85561 6.11117 -0.43590 -0.1 0.0 0.0
H -4.25366 2.85601 -1.80034 0.0 0.0 0.0
H -5.89275 4.25283 -2.45997 0.0 0.0 0.0
C -0.06590 -1.12831 -2.40072 0.0 -0.1 0.0